Record 1
This record from the Open Molecules 2025 dataset describes an isolated molecule of C7H11NO2S2. The level of theory is wB97M-V/def2-TZVPD.

Summary:
HOMO ... -9.0 eV
Orbital gap ... 0.3524 Eh
LUMO level ... 0.60 eV
Electronic energy ... -1274.8441 Ha
Energy relative to the best compared isomer or geometry (same formula, charge and spin) ... 73.6 kcal per mole
Structure (SMILES) ... O=S1(=O)CN[C@H]2C[C@@H]3CC[C@@]21S3

Geometry as XYZ:
```
23
Properties=species:S:1:pos:R:3:lowdin_charge:R:1
S 2.265 -0.112 0.217 0.63
S 0.067 -1.535 -1.089 0.97
O 2.748 0.553 1.372 -0.30
O 3.094 -1.162 -0.296 -0.32
N 0.669 1.869 -0.709 -0.05
C 0.566 -0.526 0.316 -0.69
C -0.246 1.013 -0.034 -0.29
C -0.315 -1.138 1.477 -0.19
C -1.764 -1.278 0.911 -0.21
C 1.787 1.207 -1.123 -0.25
C -1.644 -0.962 -0.576 -0.50
C -1.482 0.554 -0.860 -0.19
H 0.248 -2.071 1.577 0.10
H -0.501 1.464 1.021 0.17
H 0.705 2.650 -0.125 0.11
H -2.531 -1.351 -1.170 0.13
H 2.689 1.750 -1.337 0.10
H 1.789 0.468 -2.018 0.12
H -2.309 1.335 -0.641 0.14
H -2.083 -2.375 1.088 0.13
H -0.119 -0.382 2.353 0.15
H -2.499 -0.736 1.550 0.12
H -1.136 0.764 -1.904 0.11
```


Record 2
This record from the Open Molecules 2025 dataset describes a cluster of 8 separate species, C16H48O12 in total. The level of theory is wB97M-V/def2-TZVPD.

Summary:
HOMO ... -9.1 eV
Orbital gap ... 0.3285 Eh
LUMO level ... -0.21 eV
Electronic energy ... -1541.1501 Ha
Energy relative to the best compared isomer or geometry (same formula, charge and spin) ... 21.9 kcal per mole
Structure (SMILES) ... OCCO.OCCO.OCCO.OCCO.CCO.CCO.CCO.CCO

Geometry as XYZ:
```
76
Properties=species:S:1:pos:R:3:lowdin_charge:R:1
O -0.783 -3.356 3.035 -0.11
O 1.341 0.774 3.864 -0.10
O 1.472 -0.076 -0.969 -0.09
O 1.335 3.699 -0.325 -0.08
O 4.059 -0.544 -0.109 -0.08
O -2.491 -3.064 -1.183 -0.08
O 0.431 -0.898 1.976 -0.08
O 6.168 0.803 -2.820 -0.07
O 2.311 4.233 -3.051 -0.05
O 0.026 -2.415 -1.855 -0.08
O -4.658 1.609 -0.723 -0.08
O 0.400 0.225 -3.618 -0.10
C -3.333 1.126 -0.850 -0.31
C 0.405 -2.280 -3.183 -0.23
C 0.548 4.125 -1.444 -0.22
C -4.213 -3.376 0.374 -0.08
C -2.749 -3.055 0.195 -0.35
C 4.983 0.316 -2.183 -0.23
C -0.485 2.295 3.526 -0.04
C -2.480 -3.586 4.783 -0.08
C 1.104 3.592 -2.738 -0.25
C 5.234 -0.018 -0.736 -0.21
C -0.173 -0.187 0.878 -0.19
C -1.340 -2.696 4.205 -0.29
C 0.845 0.654 0.093 -0.19
C -0.275 -1.056 -3.848 -0.18
C -2.970 1.337 -2.301 -0.07
C 0.929 2.097 4.111 -0.28
H 4.705 -0.589 -2.723 0.13
H -0.285 -2.699 2.543 0.03
H 0.502 0.324 -2.669 0.02
H -4.917 -2.755 -0.179 0.07
H 4.331 -0.827 0.768 0.10
H 2.260 3.938 -0.422 0.08
H -4.733 2.204 0.027 0.08
H -3.644 0.811 -2.976 0.08
H -2.944 2.382 -2.610 0.08
H -1.973 -4.504 5.080 0.07
H -1.560 -2.871 -1.318 0.02
H 5.529 0.837 -0.128 0.12
H 0.713 -0.252 2.628 0.02
H 4.221 1.074 -2.364 0.12
H -0.486 3.781 -1.413 0.11
H -0.301 2.842 2.602 0.07
H 1.008 2.297 5.180 0.11
H -1.072 2.974 4.145 0.07
H -3.425 0.081 -0.555 0.10
H 6.007 -0.784 -0.662 0.13
H -1.797 -1.785 3.818 0.09
H 2.395 -0.279 -0.801 0.05
H 0.221 1.426 -0.357 0.09
H 0.016 -3.176 -3.667 0.12
H -0.999 1.345 3.379 0.07
H 1.309 2.524 -2.664 0.10
H -1.011 0.425 1.211 0.10
H -0.586 -2.393 4.931 0.10
H 2.282 0.729 4.050 0.10
H -4.570 -3.341 1.403 0.07
H 2.941 4.103 -2.338 0.07
H 0.505 5.214 -1.412 0.12
H -0.623 -0.879 0.166 0.10
H -4.329 -4.366 -0.068 0.07
H 0.348 3.724 -3.512 0.13
H 1.484 -2.263 -3.340 0.12
H 1.546 1.220 0.707 0.12
H -2.552 -2.036 0.531 0.08
H -2.018 0.889 -2.586 0.04
H 6.006 0.853 -3.765 0.09
H 0.620 -1.871 -1.333 0.06
H -2.121 -3.737 0.768 0.11
H -2.917 -3.148 5.681 0.07
H -2.632 1.627 -0.183 0.10
H -1.286 -1.034 -3.441 0.10
H -3.234 -3.883 4.054 0.06
H 1.725 2.681 3.648 0.11
H -0.302 -1.109 -4.937 0.12
```


Record 3
This record from the Open Molecules 2025 dataset describes a cluster of 14 separate species, C23H57N11O28 in total. The level of theory is wB97M-V/def2-TZVPD.

Summary:
HOMO ... -10.0 eV
Orbital gap ... 0.3555 Eh
LUMO level ... -0.30 eV
Electronic energy ... -3618.4634 Ha
Energy relative to the best compared isomer or geometry (same formula, charge and spin) ... 0.0 kcal per mole

Geometry as XYZ:
```
119
Properties=species:S:1:pos:R:3:lowdin_charge:R:1
O -9.546 -15.199 -22.243 -0.01
O -8.901 -11.439 -17.200 0.05
O -4.387 -13.463 -13.044 0.06
O 0.056 -14.755 -24.110 0.01
O -7.125 -10.949 -19.544 0.04
O -5.427 -16.283 -21.647 0.10
O 1.784 -15.981 -18.294 0.08
O -4.645 -17.664 -15.168 0.04
O -1.721 -11.063 -23.203 0.08
O -0.410 -16.287 -22.521 0.09
O -3.817 -15.178 -19.184 0.04
O -6.122 -21.669 -20.198 0.07
O -6.614 -15.960 -23.421 0.07
O 0.735 -14.417 -17.220 0.04
O -3.416 -12.392 -23.159 0.04
O -6.140 -14.394 -13.859 0.06
O -9.145 -15.692 -24.395 0.11
O -0.580 -17.435 -14.820 0.04
O -2.522 -10.676 -18.282 0.06
O -3.375 -13.030 -19.627 -0.01
O -9.095 -17.235 -17.267 0.07
O -8.974 -13.526 -17.737 0.06
O -4.218 -21.099 -19.333 0.06
O -6.950 -16.875 -17.258 0.05
O -5.239 -18.389 -13.232 0.08
O -2.997 -11.174 -16.251 0.06
O -1.587 -19.326 -14.751 0.07
O -5.713 -11.118 -17.940 0.08
N -6.341 -10.480 -18.741 -0.44
N -8.054 -16.895 -16.758 -0.42
N -5.221 -20.890 -19.976 -0.46
N -5.352 -13.488 -13.781 -0.44
N -6.023 -15.576 -22.436 -0.43
N -9.315 -12.375 -17.849 -0.44
N -2.626 -11.635 -22.633 -0.41
N 1.661 -14.852 -17.871 -0.44
N -2.346 -11.301 -17.260 -0.42
N -1.303 -18.283 -15.308 -0.45
N -4.613 -17.656 -13.957 -0.44
C -5.597 -12.280 -14.632 0.06
C -6.344 -9.030 -18.618 0.04
C -1.225 -12.287 -17.203 0.04
C -3.711 -16.668 -13.297 0.04
C -8.537 -16.103 -21.704 -0.19
C -1.550 -14.561 -19.611 0.05
C 1.668 -16.449 -23.674 0.02
C -9.601 -14.966 -23.550 -0.56
C 0.308 -15.814 -23.362 -0.56
C -5.457 -19.508 -20.467 0.03
C -3.005 -14.177 -19.443 -0.50
C 2.733 -13.882 -18.295 0.07
C -6.046 -14.113 -22.173 0.08
C -5.213 -14.919 -19.060 -0.21
C -1.220 -14.109 -23.883 -0.20
C -8.120 -16.352 -15.351 0.06
C -2.336 -14.862 -24.626 -0.04
C -1.832 -18.060 -16.675 0.05
C -2.836 -11.411 -21.178 0.03
C -10.374 -12.055 -18.864 0.07
C -8.513 -15.783 -20.213 -0.04
C -10.385 -13.721 -23.894 0.02
C -5.491 -14.334 -17.667 -0.04
H -10.913 -12.949 -19.156 0.10
H -4.238 -16.096 -12.543 0.09
H -1.456 -14.006 -22.824 0.10
H -7.305 -16.586 -14.678 0.07
H 3.658 -14.447 -18.295 0.10
H 2.703 -12.960 -17.733 0.10
H -0.468 -11.914 -16.520 0.11
H -6.711 -8.618 -19.556 0.10
H -1.097 -13.080 -24.216 0.10
H -8.211 -14.735 -20.240 0.07
H -3.146 -16.182 -14.083 0.09
H -10.107 -12.891 -23.242 0.07
H 1.646 -17.412 -23.166 0.08
H -8.409 -15.326 -15.558 0.09
H -6.561 -14.129 -17.600 0.06
H -5.701 -15.836 -19.378 0.09
H -0.746 -12.274 -18.181 0.08
H -1.662 -13.265 -17.037 0.09
H -5.812 -19.497 -21.491 0.10
H -3.276 -14.656 -24.117 0.06
H -5.021 -12.598 -15.503 0.07
H -8.821 -17.129 -21.938 0.14
H 2.474 -15.880 -23.212 0.08
H -2.152 -15.937 -24.574 0.08
H -7.626 -15.855 -22.251 0.02
H -11.452 -13.908 -23.800 0.09
H -3.001 -17.274 -12.729 0.10
H -4.489 -19.006 -20.445 0.09
H -6.528 -13.591 -22.995 0.12
H 2.390 -13.818 -19.332 0.11
H -3.177 -10.399 -20.973 0.11
H -0.970 -17.910 -17.323 0.10
H -7.076 -8.703 -17.882 0.11
H -5.012 -13.362 -17.582 0.04
H -6.657 -12.307 -14.862 0.10
H -5.208 -15.067 -16.913 0.07
H -5.203 -11.373 -14.196 0.10
H -5.343 -8.662 -18.413 0.10
H -10.981 -11.313 -18.357 0.10
H -5.641 -14.229 -19.794 0.07
H -2.347 -14.679 -25.699 0.08
H -3.647 -12.100 -20.962 0.06
H -7.669 -16.350 -19.817 0.06
H -6.099 -18.987 -19.762 0.10
H -10.061 -13.424 -24.889 0.09
H -1.928 -11.633 -20.632 0.09
H -2.296 -19.003 -16.940 0.10
H -2.447 -17.166 -16.652 0.09
H -1.369 -15.475 -20.175 0.09
H -9.420 -16.026 -19.674 0.08
H -6.392 -13.969 -21.154 0.07
H -1.210 -14.591 -18.576 0.06
H -8.964 -16.872 -14.892 0.10
H -5.055 -13.666 -22.274 0.08
H -1.136 -13.779 -20.244 0.08
H 1.860 -16.659 -24.723 0.08
H -9.798 -11.668 -19.703 0.09
```


Record 4
This record from the Open Molecules 2025 dataset describes a structure of composition C4H8O. The level of theory is wB97M-V/def2-TZVPD.

Summary:
HOMO ... -9.6 eV
Orbital gap ... 0.3753 Eh
LUMO level ... 0.62 eV
Electronic energy ... -232.2751 Ha
Energy relative to the best compared isomer or geometry (same formula, charge and spin) ... 107.0 kcal per mole

Geometry as XYZ:
```
13
Properties=species:S:1:pos:R:3:lowdin_charge:R:1
O 1.382 -0.724 1.145 -0.19
C -0.838 -0.571 -0.751 -0.15
C 1.440 0.371 0.371 -0.26
C -0.086 0.640 -0.590 -0.21
C -1.309 0.417 0.275 -0.13
H -2.260 0.950 0.176 0.10
H 0.141 1.429 -1.314 0.13
H -1.302 -1.102 -1.574 0.10
H 0.533 -1.553 0.579 0.17
H 1.396 1.339 0.896 0.11
H 2.195 0.336 -0.435 0.10
H -0.232 -1.674 -0.082 0.14
H -1.061 0.141 1.305 0.10
```